[1]
{
  "formula": "C5H11NS2",
  "method": "ωB97M-V/def2-TZVPD",
  "e_above_lowest_ev": 3.5065,
  "charge": 0,
  "mol_weight_da": 149.28,
  "e_tot_ha": -1048.1092,
  "homo_lumo_gap_ev": [6.53, 7.78],
  "symbols": ["C", "C", "C", "C", "C", "N", "S", "S", "H", "H", "H", "H", "H", "H", "H", "H", "H", "H", "H"],
  "coordinates": [[-0.491, -0.446, -0.204], [2.258, -1.595, 0.739], [-1.072, 1.864, -0.193], [-2.837, 0.151, -0.405], [2.211, -0.160, 0.696], [-1.421, 0.463, -0.277], [-0.613, -2.066, -0.248], [2.828, 0.783, -0.616], [1.279, -2.035, 0.325], [3.042, -2.025, 0.117], [2.317, -1.971, 1.758], [-1.460, 2.402, -1.060], [-1.487, 2.309, 0.715], [0.012, 1.959, -0.173], [-3.173, -0.416, 0.469], [-3.420, 1.065, -0.482], [-3.005, -0.463, -1.292], [1.787, 0.426, 1.490], [3.246, -0.246, -1.360]],
  "nbo_charge": [0.00, -0.71, -0.39, -0.43, -0.29, -0.44, -0.08, 0.07, 0.25, 0.21, 0.23, 0.20, 0.19, 0.23, 0.21, 0.20, 0.22, 0.21, 0.12]
}



[2]
{
  "formula": "C4H9O2",
  "method": "ωB97M-V/def2-TZVPD",
  "e_above_lowest_ev": 0.2407,
  "charge": -1,
  "mol_weight_da": 89.11,
  "e_tot_ha": -308.3360,
  "homo_lumo_gap_ev": 7.87,
  "symbols": ["C", "C", "H", "H", "H", "H", "H", "H", "C", "C", "O", "O", "H", "H", "H"],
  "coordinates": [[0.893, -2.695, 0.473], [1.382, -2.032, -0.806], [1.638, -3.139, 1.125], [0.374, -1.891, 1.008], [0.074, -3.393, 0.286], [1.562, -2.726, -1.640], [2.324, -1.491, -0.745], [0.670, -1.311, -1.195], [-1.815, 0.930, -0.467], [-0.492, 1.438, 0.174], [-0.536, 2.063, 1.257], [0.533, 1.111, -0.486], [-1.862, -0.138, -0.231], [-1.850, 1.083, -1.543], [-2.688, 1.383, 0.000]],
  "nbo_charge": [-0.62, -0.61, 0.19, 0.23, 0.19, 0.17, 0.21, 0.25, -0.74, 0.76, -0.78, -0.81, 0.19, 0.20, 0.19]
}



[3]
{
  "formula": "C2H8N2O",
  "method": "ωB97M-V/def2-TZVPD",
  "e_above_lowest_ev": 4.9270,
  "charge": 0,
  "mol_weight_da": 76.10,
  "e_tot_ha": -265.6021,
  "homo_lumo_gap_ev": 10.52,
  "symbols": ["C", "C", "N", "O", "N", "H", "H", "H", "H", "H", "H", "H", "H"],
  "coordinates": [[-1.154, 1.250, 0.732], [0.155, 0.641, 0.466], [0.001, -0.211, -0.845], [1.300, -0.808, -0.996], [1.366, -2.200, -0.528], [-1.105, 1.899, 1.509], [-1.571, 1.792, -0.141], [-1.814, 0.467, 0.878], [0.894, 1.496, 0.225], [0.563, -0.053, 1.163], [-0.191, 0.494, -1.666], [0.642, -2.560, -1.151], [0.914, -2.208, 0.354]],
  "nbo_charge": [-0.62, -0.22, -0.37, -0.31, -0.47, 0.21, 0.20, 0.21, 0.18, 0.19, 0.35, 0.33, 0.32]
}



[4]
{
  "formula": "C23H20AsNOReS5",
  "method": "ωB97M-V/def2-TZVPD",
  "charge": 3,
  "mol_weight_da": 747.88,
  "e_tot_ha": -5322.4125,
  "homo_lumo_gap_ev": [5.18, 5.05],
  "symbols": ["Re", "C", "C", "C", "C", "C", "C", "C", "C", "C", "C", "C", "C", "C", "C", "C", "N", "H", "H", "H", "H", "H", "H", "H", "H", "H", "H", "S", "As", "S", "S", "S", "C", "C", "C", "C", "C", "C", "C", "S", "C", "O", "H", "H", "H", "H", "H", "H", "H", "H", "H", "H"],
  "coordinates": [[-0.218, -1.198, 0.582], [-0.939, -0.718, 4.836], [0.359, -0.769, 5.331], [1.445, -0.853, 4.464], [1.230, -0.912, 3.101], [-0.084, -0.922, 2.587], [-1.169, -0.785, 3.474], [2.295, -0.982, 2.108], [3.633, -0.722, 2.367], [4.526, -0.740, 1.325], [4.115, -1.129, 0.036], [5.041, -1.270, -1.024], [4.643, -1.775, -2.229], [3.306, -2.179, -2.401], [2.375, -2.021, -1.400], [2.760, -1.463, -0.173], [1.849, -1.285, 0.870], [-1.775, -0.620, 5.516], [0.530, -0.726, 6.398], [2.447, -0.887, 4.871], [-2.188, -0.749, 3.115], [3.953, -0.474, 3.368], [5.565, -0.481, 1.495], [6.075, -0.998, -0.852], [5.353, -1.899, -3.034], [3.014, -2.645, -3.334], [1.370, -2.392, -1.544], [-4.270, -2.530, -1.222], [-3.871, -2.067, 0.666], [-0.604, -3.208, 0.406], [-2.297, -0.285, 0.639], [-4.267, -2.661, 2.501], [-4.402, 4.618, -1.678], [-3.328, 3.581, -1.809], [-3.648, 2.237, -2.029], [-2.664, 1.277, -2.164], [-1.316, 1.677, -2.086], [-0.972, 3.018, -1.870], [-1.980, 3.951, -1.733], [0.011, 0.605, -2.299], [-0.633, -0.762, -3.223], [0.264, -0.024, -0.824], [-5.387, 4.174, -1.559], [-4.418, 5.245, -2.573], [-4.198, 5.279, -0.836], [-4.687, 1.947, -2.118], [-2.944, 0.253, -2.364], [0.066, 3.326, -1.835], [-1.723, 4.992, -1.586], [-1.418, -1.268, -2.661], [0.198, -1.431, -3.439], [-1.022, -0.350, -4.156]],
  "nbo_charge": [1.00, -0.18, -0.09, -0.17, 0.01, -0.29, -0.14, 0.26, -0.25, 0.01, -0.14, -0.10, -0.18, -0.12, -0.29, 0.26, -0.54, 0.26, 0.26, 0.25, 0.23, 0.26, 0.26, 0.25, 0.26, 0.25, 0.20, -0.23, 0.90, 0.33, 0.00, -0.16, -0.66, 0.12, -0.21, -0.20, -0.29, -0.16, -0.19, 1.31, -0.82, -0.87, 0.24, 0.27, 0.26, 0.25, 0.23, 0.25, 0.26, 0.25, 0.28, 0.30]
}



[5]
{
  "formula": "C4H4F3N",
  "method": "ωB97M-V/def2-TZVPD",
  "e_above_lowest_ev": 3.4561,
  "charge": 0,
  "mol_weight_da": 123.08,
  "e_tot_ha": -509.0019,
  "homo_lumo_gap_ev": [6.72, 7.88],
  "symbols": ["C", "C", "C", "C", "N", "F", "F", "F", "H", "H", "H", "H"],
  "coordinates": [[-1.944, 0.942, 0.034], [-1.067, 0.105, 0.732], [-0.430, -0.965, 0.095], [1.842, 0.194, -0.094], [-0.262, -2.076, -0.252], [1.933, 0.918, -1.240], [2.283, 0.940, 0.893], [2.809, -0.710, -0.375], [-2.635, 1.743, 0.370], [-2.297, 0.748, -0.958], [-0.668, 0.582, 1.669], [0.436, -2.420, -0.873]],
  "nbo_charge": [-0.29, -0.38, 0.47, 0.75, -0.56, -0.38, -0.35, -0.38, 0.22, 0.19, 0.28, 0.43]
}



[6]
{
  "formula": "C4H13NO2",
  "method": "ωB97M-V/def2-TZVPD",
  "e_above_lowest_ev": 3.2719,
  "charge": 0,
  "mol_weight_da": 107.15,
  "e_tot_ha": -365.3222,
  "homo_lumo_gap_ev": 8.94,
  "symbols": ["C", "C", "C", "C", "N", "H", "H", "H", "H", "H", "H", "H", "H", "H", "O", "H", "H", "O", "H", "H"],
  "coordinates": [[0.929, -0.475, -1.738], [0.958, -1.112, -0.333], [2.474, -1.720, -0.103], [-0.140, -1.566, 0.465], [-1.426, -0.889, 0.495], [0.931, -1.455, -2.535], [0.003, 0.221, -1.744], [1.718, 0.332, -2.046], [2.525, -2.218, -1.015], [3.407, -1.007, -0.190], [2.447, -2.166, 0.875], [-0.027, -2.202, 1.316], [-1.835, -1.044, 1.342], [-2.079, -1.243, -0.161], [-2.273, 1.606, 1.971], [-1.412, 1.344, 1.642], [-2.274, 2.573, 2.046], [-1.309, 3.811, 0.207], [-1.604, 4.238, -0.618], [-1.011, 2.973, 0.123]],
  "nbo_charge": [-0.69, 0.01, -0.64, -0.07, -0.84, 0.23, 0.23, 0.23, 0.21, 0.21, 0.22, 0.18, 0.36, 0.37, -0.95, 0.47, 0.48, -0.96, 0.49, 0.47]
}



[7]
{
  "formula": "C5H6N",
  "method": "ωB97M-V/def2-TZVPD",
  "e_above_lowest_ev": 5.8090,
  "charge": 1,
  "mol_weight_da": 80.11,
  "e_tot_ha": -248.4022,
  "homo_lumo_gap_ev": 8.28,
  "symbols": ["C", "C", "C", "N", "C", "C", "H", "H", "H", "H", "H", "H"],
  "coordinates": [[-2.359, -1.096, -0.010], [-2.247, 0.197, 0.109], [-1.255, 1.006, -0.103], [-0.061, 0.774, -0.099], [1.125, 1.157, -0.005], [2.084, 0.036, -0.010], [-2.627, -1.785, 0.817], [-2.824, -1.549, -0.908], [1.467, 2.143, -0.171], [1.937, -0.449, 1.070], [1.634, -0.770, -0.609], [3.126, 0.337, -0.081]],
  "nbo_charge": [-0.24, 0.02, 0.37, -0.26, 0.21, -0.68, 0.26, 0.26, 0.25, 0.27, 0.26, 0.27]
}